Below is a molecular structure, CaH2O, with properties calculated with the ωB97M-V functional and the def2-TZVPD basis.

Properties
HOMO-LUMO gap = 12.45 eV
HOMO level = -0.8677 Ha
Charge = +2
Calculated total energy = -753.3925 hartree
Strongest force on any atom = 0.995 eV/Å
LUMO = -11.162 eV

Structure (XYZ):
```
4
Properties=species:S:1:pos:R:3:forces:R:3:mulliken_charge:R:1
O -0.068 -0.238 -0.273 0.84 0.22 0.48 -0.74
H 0.447 -0.994 0.089 -0.33 0.06 -0.53 0.43
H 0.380 -0.018 -1.122 -0.36 -0.25 0.22 0.41
Ca -0.758 1.251 1.306 -0.15 -0.03 -0.17 1.90
```
Forces are in eV/Å.

=====

Below is C3H7NOS2 in the gas phase in a non-equilibrium geometry, with properties calculated with the ωB97M-V functional and the def2-TZVPD basis.

Properties
HOMO-LUMO gap = 9.82 eV
HOMO level = -0.3413 Ha
Calculated total energy = -1044.8560 hartree
Strongest force on any atom = 1.009 eV/Å
LUMO = 0.534 eV

Structure (XYZ):
```
14
Properties=species:S:1:pos:R:3:forces:R:3:mulliken_charge:R:1
N 0.087 1.090 -1.437 0.05 0.02 -0.38 -0.56
C -0.521 0.719 -0.184 0.15 -0.54 -0.31 0.43
C -0.373 1.734 0.933 0.16 0.56 0.26 -0.15
O -0.527 2.914 0.771 -0.04 -0.02 -0.22 -0.46
C -0.001 -0.630 0.286 -0.19 -0.89 0.44 -1.09
S 0.296 -1.845 -1.046 0.24 0.52 -0.37 -0.04
S 1.335 -3.263 -0.015 -0.16 -0.09 0.10 -0.22
H -0.103 2.041 -1.718 0.05 0.06 0.16 0.23
H 1.070 0.875 -1.494 0.11 0.16 0.11 0.21
H -1.584 0.615 -0.387 -0.37 0.07 0.17 0.19
H -0.081 1.374 1.938 -0.09 -0.26 0.02 0.33
H -0.720 -1.144 0.907 -0.57 0.23 0.29 0.49
H 0.859 -0.588 0.948 0.55 0.34 -0.36 0.49
H 0.264 -3.892 0.497 0.10 -0.15 0.09 0.15
```
Forces are in eV/Å.

=====

Below is C2H7N5O in the gas phase in a non-equilibrium geometry, with properties calculated with the ωB97M-V functional and the def2-TZVPD basis.

Properties
HOMO-LUMO gap = 9.40 eV
HOMO level = -0.3101 Ha
Calculated total energy = -429.2842 hartree
Strongest force on any atom = 2.514 eV/Å
LUMO = 0.964 eV

Structure (XYZ):
```
15
Properties=species:S:1:pos:R:3:forces:R:3:mulliken_charge:R:1
C 1.190 1.656 -0.039 0.19 1.22 1.00 -0.52
N 0.030 1.777 0.480 0.35 0.23 -0.41 -0.64
N -0.842 0.741 0.338 -0.84 -0.33 0.38 0.16
C -0.542 -0.437 -0.281 -0.15 -1.44 -0.86 0.33
N -1.374 -1.147 -0.979 0.34 0.72 1.11 -0.55
O -2.653 -0.508 -1.060 0.85 -0.30 -0.22 -0.42
N 0.751 -1.004 -0.183 -0.64 -0.78 -1.05 -0.08
N 1.403 -1.045 1.074 -2.33 -0.65 0.67 -0.61
H 1.892 2.458 0.143 -0.24 0.39 0.01 0.27
H 1.597 0.805 -0.526 -0.12 -0.51 -0.65 0.50
H -1.848 0.935 0.457 1.13 0.12 -0.15 0.29
H -3.031 -1.159 -1.650 -0.77 0.15 -0.17 0.39
H 0.671 -1.931 -0.632 0.33 0.67 0.59 0.32
H 2.091 -0.331 1.079 0.63 0.80 0.20 0.26
H 0.663 -0.812 1.779 1.27 -0.28 -0.44 0.29
```
Forces are in eV/Å.

=====

Below is 2 unconnected molecules or ions with the total composition C6H11NO2 in a non-equilibrium geometry, with properties calculated with the ωB97M-V functional and the def2-TZVPD basis.

Properties
HOMO-LUMO gap = 10.27 eV
HOMO level = -0.3524 Ha
Calculated total energy = -440.4186 hartree
Strongest force on any atom = 1.678 eV/Å
LUMO = 0.676 eV

Structure (XYZ):
```
20
Properties=species:S:1:pos:R:3:forces:R:3:mulliken_charge:R:1
C 0.502 -2.257 -0.661 0.10 -0.08 0.00 -1.62
C 0.143 -0.876 -0.180 -0.22 0.10 0.26 1.36
C -0.506 -0.698 1.229 0.10 -0.12 0.21 -0.92
C -1.706 0.050 0.592 -0.27 0.12 0.06 -0.67
C -1.001 0.006 -0.777 -0.09 -0.11 -0.24 -0.12
N 0.001 1.052 -0.990 -0.01 0.03 0.13 -0.12
C 1.066 0.292 -0.535 1.45 0.14 -0.84 -0.13
O 2.267 0.470 -0.561 -1.38 -0.24 0.19 -0.62
H 0.750 -2.254 -1.731 -0.03 -0.01 0.27 0.37
H 1.371 -2.637 -0.105 -0.21 0.10 -0.18 0.34
H -0.337 -2.947 -0.500 0.19 0.13 -0.04 0.42
H -0.773 -1.656 1.690 0.04 0.23 -0.08 0.34
H 0.095 -0.123 1.945 -0.13 -0.16 -0.21 0.26
H -2.622 -0.552 0.594 0.19 0.13 0.03 0.25
H -1.942 1.049 0.979 0.08 -0.24 -0.11 0.30
H -1.560 -0.282 -1.674 0.09 0.06 0.22 0.36
H -0.046 1.917 -1.517 0.08 -0.27 0.15 0.22
O 1.829 3.170 0.711 -0.67 0.30 -0.59 -0.62
H 1.171 3.238 -0.013 0.70 -0.11 0.77 0.29
H 1.298 3.036 1.503 -0.01 0.00 0.01 0.30
```
Forces are in eV/Å.

=====

Below is a molecular structure, C26H48Cl2CrN2O3P in a non-equilibrium geometry, with properties calculated with the ωB97M-V functional and the def2-TZVPD basis.

Properties
HOMO-LUMO gap (alpha / beta) = 4.40 / 6.76 eV
HOMO level (alpha / beta) = -0.0708 / -0.1575 Ha
Charge = -1
Calculated total energy = -3660.9993 hartree
Strongest force on any atom = 3.608 eV/Å
2S+1 = 5
LUMO (alpha / beta) = 2.478 / 2.479 eV

Structure (XYZ):
```
83
Properties=species:S:1:pos:R:3:forces:R:3:mulliken_charge:R:1
O 0.255 2.052 -2.004 0.89 1.13 1.55 -0.34
C -0.023 1.819 -3.214 0.64 0.42 -3.53 -0.66
C 0.561 2.662 -4.238 -0.82 -1.08 1.22 0.68
C 1.177 3.886 -3.884 0.56 0.46 0.00 -0.39
H 0.999 4.297 -2.884 0.20 -0.26 -0.35 0.34
C 2.026 4.518 -4.784 -0.22 -0.18 0.05 -0.55
H 2.577 5.413 -4.472 -0.27 -0.27 -0.19 0.33
C 2.200 3.994 -6.078 0.24 0.29 0.11 -0.46
H 2.902 4.470 -6.762 -0.19 -0.09 0.08 0.34
C 1.476 2.861 -6.473 -0.32 -0.29 0.18 -0.44
H 1.581 2.480 -7.490 -0.03 0.08 0.21 0.33
C 0.654 2.199 -5.569 0.15 0.39 -0.56 -0.58
H 0.079 1.315 -5.847 0.28 0.11 -0.03 0.33
H -0.569 0.915 -3.516 0.20 0.23 0.15 0.51
C -2.873 2.092 -2.321 -0.53 0.31 -0.36 -1.27
C -2.229 0.935 -1.675 1.42 -1.01 1.81 1.09
H -3.937 2.172 -2.042 0.10 0.02 -0.11 0.41
H -2.815 1.983 -3.414 -0.11 0.15 0.14 0.28
H -2.384 3.037 -2.055 -0.07 -0.21 -0.06 0.27
C -2.735 -0.262 -1.388 0.10 0.21 -0.14 -0.23
C -4.137 -0.748 -1.620 -0.25 -0.10 -0.19 -1.62
H -2.105 -1.001 -0.888 -0.14 0.24 -0.11 0.01
H -4.459 -0.599 -2.662 -0.07 0.00 0.26 0.38
H -4.844 -0.232 -0.952 -0.03 -0.13 -0.19 0.30
H -4.171 -1.822 -1.396 -0.23 0.17 -0.08 0.33
Cr -0.328 1.057 -0.555 -2.55 -0.97 -0.86 0.38
Cl -1.219 2.827 0.488 -0.27 0.98 0.48 -0.72
Cl 0.393 -0.892 -1.503 0.24 -0.80 -0.33 -0.71
C -3.014 0.334 2.010 1.38 -0.61 -1.11 -0.02
O -2.153 -0.420 1.530 -1.22 1.13 1.12 -0.28
N -3.744 0.078 3.116 -0.26 -0.20 0.35 0.23
C -3.541 -1.135 3.892 -0.03 0.19 0.01 -0.94
C -4.700 1.046 3.631 0.26 -0.04 -0.14 -0.94
H -3.231 1.317 1.547 0.03 -0.28 0.06 0.04
H -2.945 -1.843 3.311 -0.07 0.17 0.06 0.19
H -4.516 -1.571 4.141 0.13 -0.03 -0.10 0.37
H -3.030 -0.908 4.840 0.00 -0.05 -0.18 0.30
H -4.851 1.826 2.877 -0.01 -0.14 0.22 0.29
H -4.336 1.513 4.558 -0.06 -0.07 -0.16 0.32
H -5.657 0.556 3.850 0.12 0.09 -0.11 0.30
H -0.984 -6.734 1.018 -0.10 0.10 -0.01 0.32
H 0.889 -6.732 -0.836 -0.09 0.26 -0.10 0.30
C -1.468 -5.960 0.408 0.15 -0.03 -0.16 -0.98
C 0.332 -5.904 -1.305 -0.15 0.29 0.19 -0.86
N -0.470 -5.194 -0.317 -0.02 -0.58 -0.09 0.16
H -2.029 -5.273 1.047 0.10 -0.15 -0.13 0.23
C -0.317 -3.873 -0.063 -0.49 0.99 0.67 0.70
O -0.970 -3.243 0.772 0.81 -0.93 -0.96 -0.60
H 1.040 -5.196 -1.760 -0.21 -0.28 0.10 0.22
H 0.453 -3.395 -0.703 -0.25 -0.04 0.24 -0.09
H -2.140 -6.458 -0.303 0.01 0.09 0.14 0.34
H -0.310 -6.332 -2.090 0.17 0.15 0.14 0.31
C 0.240 1.683 3.235 -0.38 0.06 -0.09 -1.11
C 1.578 1.741 2.493 0.51 0.08 -0.13 0.52
C 2.721 1.522 3.482 0.18 0.43 0.38 -1.76
P 1.572 0.629 1.022 -0.51 -0.42 0.17 0.42
C 2.971 1.068 -0.141 0.07 0.21 0.26 1.53
C 4.107 1.847 0.518 0.30 0.15 -0.27 -1.74
C 3.551 -0.114 -0.929 -0.10 -0.06 -0.22 -1.52
C 1.831 -1.098 1.663 0.19 0.35 -0.43 1.58
C 3.229 -1.420 2.189 0.18 -0.39 0.19 -1.68
C 0.762 -1.501 2.675 -0.28 -0.35 0.10 -1.67
H -0.020 0.660 3.522 0.07 0.30 0.02 0.06
H -0.567 2.076 2.606 0.27 -0.16 0.27 0.04
H 0.297 2.293 4.146 0.05 -0.05 -0.07 0.51
H 1.676 2.739 2.033 -0.07 -0.13 0.21 0.55
H 2.553 0.634 4.106 0.03 0.20 -0.22 0.25
H 3.707 1.459 3.011 -0.26 -0.11 0.16 0.28
H 2.743 2.387 4.161 0.07 -0.16 0.02 0.51
H 2.450 1.734 -0.859 0.32 -0.25 0.24 -0.10
H 4.718 1.204 1.168 -0.19 0.18 -0.08 0.21
H 4.771 2.212 -0.278 -0.06 0.03 0.16 0.52
H 3.750 2.716 1.081 0.13 -0.16 -0.03 0.37
H 2.786 -0.616 -1.530 0.24 0.16 0.20 0.24
H 4.326 0.267 -1.609 -0.12 -0.04 0.12 0.52
H 4.019 -0.853 -0.271 -0.04 0.16 -0.23 0.25
H 1.639 -1.673 0.741 0.12 0.09 0.26 0.10
H 3.397 -1.011 3.192 -0.04 -0.08 -0.26 0.23
H 3.316 -2.513 2.274 0.06 0.12 0.02 0.45
H 4.044 -1.083 1.540 -0.22 -0.01 0.24 0.26
H 0.960 -1.103 3.681 0.04 0.01 -0.27 0.33
H 0.759 -2.595 2.763 0.01 0.13 -0.01 0.53
H -0.248 -1.215 2.348 0.33 -0.09 0.11 0.05
```
Forces are in eV/Å.

=====

Below is 5 unconnected molecules or ions with the total composition C37H34BF4N2O4 in a non-equilibrium geometry, with properties calculated with the ωB97M-V functional and the def2-TZVPD basis.

Properties
HOMO-LUMO gap = 6.27 eV
HOMO level = -0.3892 Ha
Charge = +1
Calculated total energy = -2264.9772 hartree
Strongest force on any atom = 1.001 eV/Å
LUMO = -4.320 eV

Structure (XYZ):
```
82
Properties=species:S:1:pos:R:3:forces:R:3:mulliken_charge:R:1
C -3.719 6.168 1.715 -0.21 -0.11 0.28 -0.96
C -2.456 5.461 2.153 0.35 0.67 0.43 -0.33
O -1.704 4.849 1.076 -0.46 -0.48 0.12 -0.40
B -2.319 4.182 0.091 -0.05 0.49 0.03 0.60
O -2.729 4.687 -1.088 0.71 -0.62 -0.34 -0.31
N -2.561 2.662 0.216 -0.10 0.05 -0.07 -0.11
C -3.426 2.140 1.102 -0.01 0.13 0.09 -0.23
C -3.634 0.790 1.172 0.01 -0.39 -0.09 -0.64
C -2.933 -0.048 0.311 0.26 0.03 0.23 0.53
C -3.163 -1.536 0.343 -0.20 -0.24 -0.63 -0.06
O -3.741 -2.059 -0.563 -0.06 0.10 0.51 -0.47
O -2.727 -2.214 1.418 0.03 0.11 0.10 -0.40
C -1.579 -1.719 2.052 0.00 -0.02 0.05 0.48
C -0.364 -1.809 1.405 -0.25 0.08 0.03 -0.15
C 0.744 -1.297 2.065 0.08 -0.08 -0.17 -0.58
N 0.709 -0.759 3.281 -0.20 0.12 -0.12 -0.60
C -0.479 -0.701 3.877 0.00 -0.18 0.04 -0.46
C -1.660 -1.173 3.315 0.06 0.06 0.05 -0.32
C -2.048 0.500 -0.607 -0.12 -0.11 0.04 -0.28
C -1.887 1.861 -0.628 -0.05 -0.05 -0.18 -0.57
H -3.967 6.902 2.479 -0.02 0.05 0.05 0.39
H -4.579 5.499 1.662 -0.01 -0.09 -0.26 0.33
H -3.594 6.710 0.785 0.04 -0.03 -0.11 0.19
H -2.660 4.732 2.937 0.02 -0.27 -0.13 0.36
H -1.776 6.181 2.598 0.16 0.03 -0.12 0.33
H -2.164 5.417 -1.378 -0.42 0.42 0.15 0.33
H -3.957 2.819 1.752 0.05 0.18 -0.02 0.52
H -4.343 0.380 1.875 -0.03 0.06 0.11 0.66
H -0.299 -2.263 0.426 0.15 -0.04 -0.05 0.76
H 1.698 -1.334 1.559 0.17 -0.01 0.15 0.35
H -0.509 -0.269 4.868 0.08 0.05 0.08 0.43
H -2.589 -1.115 3.861 -0.10 -0.03 -0.04 0.49
H -1.506 -0.111 -1.314 0.02 -0.08 -0.02 0.64
H -1.221 2.328 -1.337 0.00 0.17 -0.01 0.49
F 1.242 -3.615 -1.345 -0.04 0.02 0.02 -0.27
C 2.282 -4.078 -0.602 0.07 -0.03 0.06 0.34
C 2.415 -5.435 -0.404 -0.08 -0.08 -0.05 -0.62
C 3.484 -5.886 0.360 0.03 0.08 0.02 -0.39
C 4.386 -4.988 0.917 0.00 -0.04 0.01 -0.30
C 4.222 -3.626 0.705 -0.03 -0.10 -0.01 -0.59
C 3.165 -3.164 -0.067 -0.04 0.20 0.00 -0.34
H 1.699 -6.118 -0.840 0.00 0.01 -0.02 0.43
H 3.611 -6.948 0.521 -0.01 -0.01 0.00 0.41
H 5.212 -5.348 1.514 -0.08 0.04 -0.06 0.39
H 4.917 -2.921 1.141 0.02 0.01 -0.02 0.40
H 3.022 -2.108 -0.259 0.03 -0.01 -0.05 0.57
F -2.672 -1.240 -7.368 0.00 0.01 -0.01 -0.31
C -2.588 -1.501 -6.052 0.00 -0.03 0.08 0.29
C -3.505 -0.918 -5.199 -0.06 0.08 -0.01 -0.55
C -3.416 -1.194 -3.842 0.06 0.02 0.04 -0.18
C -2.419 -2.032 -3.361 0.18 0.04 -0.17 -0.51
C -1.507 -2.603 -4.241 -0.03 0.07 0.00 -0.57
C -1.590 -2.341 -5.600 0.06 -0.04 -0.04 -0.45
H -4.271 -0.268 -5.598 0.00 -0.02 -0.03 0.43
H -4.132 -0.757 -3.158 -0.03 -0.03 0.00 0.44
H -2.354 -2.246 -2.308 -0.03 -0.13 0.04 0.52
H -0.729 -3.255 -3.868 0.00 -0.02 0.00 0.46
H -0.897 -2.779 -6.306 -0.01 0.01 -0.02 0.44
F -1.842 8.108 0.122 0.03 -0.05 -0.10 -0.25
C -2.204 9.091 -0.748 -0.02 0.12 -0.04 0.66
C -2.087 10.403 -0.344 0.04 0.03 0.11 -0.53
C -2.455 11.402 -1.234 -0.02 -0.04 -0.05 -0.34
C -2.936 11.076 -2.495 0.00 0.01 0.00 -0.61
C -3.046 9.746 -2.873 0.01 0.04 0.02 -0.48
C -2.675 8.738 -1.995 0.01 -0.10 0.02 -0.21
H -1.714 10.634 0.645 0.01 -0.02 0.00 0.42
H -2.365 12.438 -0.940 0.00 0.01 0.02 0.37
H -3.223 11.859 -3.183 0.00 0.00 -0.01 0.38
H -3.424 9.489 -3.853 0.01 -0.01 -0.01 0.37
H -2.750 7.695 -2.274 -0.03 0.01 -0.01 0.21
F 6.835 -5.956 2.809 0.09 -0.02 0.07 -0.36
C 7.362 -7.200 2.697 0.03 -0.08 0.00 0.47
C 6.598 -8.280 3.088 -0.11 0.00 0.03 -0.39
C 7.140 -9.551 2.966 0.06 0.02 -0.03 -0.29
C 8.424 -9.721 2.467 0.00 -0.02 0.00 -0.55
C 9.171 -8.615 2.085 -0.05 -0.03 0.02 -0.30
C 8.639 -7.338 2.195 0.06 0.08 -0.04 -0.52
H 5.602 -8.122 3.480 0.01 0.02 0.00 0.44
H 6.555 -10.412 3.262 -0.01 0.00 0.02 0.36
H 8.842 -10.713 2.378 0.01 0.00 0.00 0.38
H 10.173 -8.744 1.700 0.01 0.01 -0.01 0.36
H 9.200 -6.462 1.898 -0.01 0.01 0.02 0.41
```
Forces are in eV/Å.